Density functional theory data (wB97M-V/def2-TZVPD) for a structure of composition C22H13BCl2F16MoNO4.

Geometry as XYZ:
```
60
Properties=species:S:1:pos:R:3:forces:R:3
Mo -0.076474 -0.234204 -0.248790 0.10 0.27 -0.12
C 4.518049 4.927947 -1.843288 0.06 0.03 -0.01
C 3.360900 4.053736 -1.468259 -0.06 -0.02 0.01
C 2.073579 4.331937 -1.919919 0.03 0.00 0.00
C 1.008663 3.525583 -1.577913 -0.03 -0.07 0.05
C 1.202525 2.401946 -0.774590 0.27 0.06 -0.03
N 0.038456 1.641583 -0.411883 -0.03 -0.19 0.07
C -1.138033 2.439397 -0.147784 -0.16 0.01 0.04
C -1.002215 3.469452 0.776399 -0.06 0.03 -0.10
C -2.070051 4.312506 1.023117 -0.02 -0.02 -0.03
C -3.280782 4.154372 0.352301 0.06 -0.01 0.01
C -4.441337 5.067000 0.612983 -0.04 0.04 0.01
C -3.408677 3.097030 -0.543408 0.02 -0.01 -0.03
C -2.361412 2.218577 -0.778000 0.21 -0.07 0.07
C -2.491931 0.972996 -1.641657 -0.30 0.12 0.07
O -1.720786 -0.022884 -1.046062 0.16 -0.24 0.12
C -3.938980 0.400167 -1.668472 0.03 0.06 0.10
F -4.728637 1.144471 -2.444047 0.00 0.03 -0.02
F -4.440501 0.389404 -0.430243 -0.02 -0.01 -0.01
F -3.940236 -0.843905 -2.122351 0.00 -0.07 -0.01
C -1.989872 1.225957 -3.089813 0.08 0.16 -0.13
F -0.646542 1.197057 -3.105790 -0.05 0.02 -0.04
F -2.431577 0.321907 -3.950794 0.05 -0.01 0.01
F -2.377656 2.436939 -3.494567 -0.03 -0.10 -0.04
C 2.495428 2.077164 -0.358370 -0.15 -0.03 -0.03
C 3.549021 2.918813 -0.689157 -0.03 -0.02 0.02
C 2.721018 0.813874 0.449700 0.16 0.20 -0.01
O 1.693270 -0.082189 0.167146 -0.13 -0.16 0.03
C 4.022962 0.054653 0.061311 -0.03 -0.05 -0.05
F 3.996745 -1.176691 0.558915 -0.01 -0.03 0.00
F 4.097794 -0.031051 -1.266897 0.02 0.00 0.00
F 5.113602 0.667984 0.517247 0.01 0.05 0.02
C 2.662269 1.118574 1.969670 -0.11 0.02 0.06
F 3.565339 2.027626 2.311336 0.04 0.03 -0.01
F 2.834241 0.029928 2.703341 0.00 -0.01 -0.01
F 1.439513 1.619210 2.247095 0.04 -0.03 0.02
H 4.217073 5.972994 -1.901574 0.01 0.00 0.00
H 4.906063 4.640490 -2.822745 0.00 0.01 0.01
H 5.330264 4.840386 -1.123686 0.00 0.00 -0.01
H 1.898013 5.198073 -2.545513 0.01 0.00 0.00
H 0.014741 3.772656 -1.926373 0.01 -0.01 0.01
H -0.052351 3.623606 1.270787 0.00 -0.01 0.00
H -1.954557 5.116490 1.738825 -0.01 0.00 0.00
H -4.111303 6.010602 1.043493 -0.01 0.00 0.00
H -5.139133 4.605424 1.314564 0.00 0.01 0.00
H -4.989051 5.278152 -0.304833 0.00 0.00 0.01
H -4.353245 2.958239 -1.051194 0.00 0.00 0.01
H 4.544262 2.687990 -0.336938 0.01 0.00 -0.01
F 0.771760 -2.764822 0.684509 -0.05 -0.02 -0.07
B -0.075789 -3.583706 0.059316 -0.01 -0.06 0.03
F 0.462400 -1.302298 -1.662121 -0.07 0.19 0.26
F -1.218459 -3.036483 -0.329325 0.08 -0.05 -0.05
F 0.209396 -4.833163 -0.145368 -0.02 0.04 0.01
Cl -3.269893 -1.941431 1.760206 0.01 0.05 0.10
C -2.575182 -0.761607 2.891074 0.12 0.08 0.16
Cl -3.045591 -1.054717 4.549769 0.04 0.00 -0.09
C -1.053557 -0.800006 2.736970 -0.19 -0.34 0.03
O -0.231094 -1.108077 3.517140 0.00 0.06 0.06
O -0.730520 -0.423043 1.446206 0.02 0.12 -0.44
H -2.926796 0.223577 2.595445 -0.06 0.00 -0.03
```
Forces are in eV/Å.

## Properties
- maximum force (eV/Å) = 0.46
- frontier orbital gap (eV) = 6.045
- net charge = +1
- E_LUMO (eV) = -6.01

Density functional theory data (wB97M-V/def2-TZVPD) for the molecule C6H12N4O2 in a non-equilibrium geometry.

Geometry as XYZ:
```
24
Properties=species:S:1:pos:R:3:forces:R:3
C -1.655303 1.132968 0.739875 -0.80 -0.14 -0.19
C 0.865208 0.306318 -0.407571 0.07 0.13 0.23
C 0.198430 -2.074451 -0.528564 -0.18 0.23 0.03
C 1.998866 -1.283003 1.050729 -0.13 0.24 -0.03
C 0.885142 2.638656 -0.901618 0.24 0.66 -0.28
C 0.659856 -0.932744 0.382703 -0.10 -0.23 0.19
N -0.540884 1.811945 0.731622 -0.18 0.88 1.65
N -1.891905 0.177443 -0.125210 1.11 -0.01 -0.60
N 0.382552 1.480113 -0.185231 0.50 -1.11 -0.97
N -3.098572 -0.418067 -0.130357 -0.16 0.12 0.25
O -3.999862 -0.003242 0.572440 -0.65 0.13 0.39
O -3.186555 -1.371078 -0.876597 -0.29 -0.42 -0.28
H -2.383553 1.448050 1.485418 0.04 -0.06 -0.06
H 1.613920 0.247572 -1.189026 0.04 0.13 -0.11
H 0.138027 -2.992579 0.048637 0.05 -0.12 0.05
H 0.896018 -2.222944 -1.349591 0.17 -0.08 -0.09
H -0.784648 -1.858125 -0.936446 -0.03 -0.02 -0.04
H 1.868849 -2.165751 1.672022 0.00 -0.08 0.00
H 2.342560 -0.468495 1.686548 0.09 0.02 0.05
H 2.758713 -1.494278 0.301804 0.15 -0.05 -0.05
H 1.706106 3.083145 -0.336751 -0.07 -0.04 0.00
H 1.228215 2.359308 -1.893539 0.02 -0.09 0.02
H 0.083313 3.370778 -0.972396 0.04 -0.15 -0.03
H -0.084497 -0.771530 1.161101 0.07 0.05 -0.11
```
Forces are in eV/Å.

## Properties
- maximum force (eV/Å) = 1.87
- frontier orbital gap (eV) = 8.856
- E_LUMO (eV) = -0.14
- energy above the lowest of the compared OMol25 structures with the same formula, charge and spin (kcal/mol) = 108.7

Density functional theory data (wB97M-V/def2-TZVPD) for a cluster of 5 separate species, C11H35NO4PS5 in total.

Geometry as XYZ:
```
57
Properties=species:S:1:pos:R:3:forces:R:3
N 8.048268 3.091442 -0.498415 -0.46 0.77 -0.28
P 6.412871 3.246692 -0.212011 0.48 0.23 -0.36
C 5.558087 4.035150 -1.588681 -0.52 -0.60 0.29
C 4.030530 3.802280 -1.694016 0.20 0.24 0.28
C 3.335317 3.267972 -0.443178 0.26 -0.46 -0.38
S 2.980293 1.487108 -0.465731 -0.44 -0.18 0.19
H 8.223704 3.098126 -1.501708 0.26 -0.37 0.07
H 8.552397 3.889195 -0.116567 0.20 -0.24 0.16
H 6.323575 4.048112 0.917874 -0.15 -0.15 0.24
H 5.921871 1.982661 0.081693 -0.18 -0.03 0.09
H 6.046671 3.666233 -2.480860 0.27 -0.04 -0.29
H 5.780820 5.089619 -1.495310 0.21 0.31 0.03
H 3.598907 4.758391 -1.951136 -0.14 0.30 -0.10
H 3.820091 3.139309 -2.517599 -0.01 -0.23 -0.25
H 2.337826 3.676452 -0.405207 -0.34 0.16 0.11
H 3.814786 3.580162 0.480184 0.13 0.07 0.25
H 4.193076 0.927350 -0.544090 0.18 0.19 -0.02
C -0.036985 -1.588310 -1.315538 -0.06 0.02 -0.11
S 1.289443 -1.860194 -0.135859 -0.09 0.01 -0.08
O 1.852272 -3.208964 -0.408102 0.05 0.02 0.00
C 0.186889 -2.003160 1.265910 0.19 -0.01 0.26
H 0.387315 -1.525920 -2.316084 0.10 0.01 0.03
H -0.733954 -2.424176 -1.263332 -0.02 0.00 -0.03
H -0.549503 -0.657489 -1.072291 -0.02 -0.01 0.01
H -0.529142 -2.795119 1.068623 -0.04 -0.03 -0.01
H -0.335468 -1.061002 1.415245 -0.07 0.00 -0.02
H 0.776501 -2.245796 2.149031 0.08 0.00 -0.06
C -5.132305 -2.158422 2.581910 -0.04 0.02 0.02
S -3.626657 -2.775948 1.821378 -0.21 -0.16 -0.04
O -2.837510 -1.582119 1.399422 -0.02 0.13 -0.05
C -4.410239 -3.427407 0.344837 0.02 -0.03 -0.05
H -4.864117 -1.663968 3.512789 0.03 0.00 0.01
H -5.610502 -1.445455 1.911265 0.04 0.01 -0.03
H -5.796289 -2.996414 2.790854 0.01 -0.02 0.01
H -4.937375 -2.624696 -0.169209 0.03 0.04 0.01
H -5.099139 -4.222568 0.628000 0.01 -0.02 0.02
H -3.632446 -3.827940 -0.301871 0.03 0.03 -0.02
C -1.394431 -2.375203 -5.352713 0.02 -0.03 -0.05
S -2.436154 -1.705341 -4.050038 0.05 0.08 -0.03
O -2.829926 -2.844804 -3.181265 -0.03 -0.04 0.05
C -3.838663 -1.330391 -5.108042 -0.06 -0.02 -0.04
H -0.468462 -2.717048 -4.895335 0.00 0.00 0.04
H -1.901295 -3.214154 -5.828254 -0.03 -0.01 0.03
H -1.179054 -1.593325 -6.080850 0.00 0.01 0.01
H -4.171280 -2.240772 -5.605600 0.02 -0.03 0.02
H -3.548056 -0.576425 -5.839186 0.01 0.01 0.01
H -4.635195 -0.941834 -4.477985 0.01 0.01 0.04
C -1.359351 1.770178 5.967913 0.04 -0.01 0.06
S -2.025301 1.557572 4.310368 0.03 -0.02 0.00
O -3.424832 2.050778 4.343573 -0.03 0.00 0.01
C -2.098737 -0.233543 4.361332 -0.04 -0.13 0.07
H -1.275193 2.837571 6.159031 -0.02 0.02 -0.03
H -2.037002 1.318790 6.691816 -0.04 -0.01 -0.03
H -0.374013 1.307291 6.023911 0.01 0.00 0.00
H -2.713714 -0.548390 5.205914 0.00 0.08 0.03
H -1.089757 -0.636535 4.457144 0.01 0.01 -0.02
H -2.539464 -0.575601 3.426046 0.09 0.08 -0.05
```
Forces are in eV/Å.

## Properties
- maximum force (eV/Å) = 0.94
- frontier orbital gap (eV) = 6.589
- net charge = +1
- E_LUMO (eV) = -3.63
- energy above the lowest of the compared OMol25 structures with the same formula, charge and spin (kcal/mol) = 6.6